[1]
{"formula": "C2H8Cl2Si2", "method": "the ωB97M-V functional and the def2-TZVPD basis", "lumo_ev": [-0.6, -0.3], "relative_energy_kcal_mol": 183.4, "total_energy_ev": -42999.1532, "homo_lumo_gap_ev": [8.03, 7.06], "homo_energy_ev": [-8.622, -7.328], "spin_multiplicity": 1, "species": ["C", "C", "Si", "Si", "Cl", "Cl", "H", "H", "H", "H", "H", "H", "H", "H"], "positions_angstrom": [[1.03296, 2.00764, 1.87819], [-1.06585, 1.16747, -1.76839], [-0.48736, -1.73168, 0.70670], [-1.34920, 0.34266, 0.04524], [2.56843, 1.23379, 1.77004], [-1.77105, 2.81524, -1.90952], [0.96405, 2.81917, 1.25104], [0.56071, 2.07399, 2.80317], [-1.24482, 0.38921, -2.57743], [0.02569, 1.38946, -1.67116], [-1.48314, -2.89541, 0.61305], [0.76479, -2.10471, -0.06866], [-0.36747, -1.44042, 2.02740], [-2.53198, 0.77050, 0.77738]], "atomic_forces_ev_per_a": [[0.7, -1.6, -0.7], [1.1, -1.2, 1.5], [-0.8, -1.0, -3.3], [1.1, 0.8, -0.9], [-0.3, -0.1, 0.2], [-0.2, -0.8, -0.3], [-0.3, 1.6, -1.4], [-0.5, -0.3, 1.5], [-0.1, 1.6, 0.7], [-0.8, -0.5, -0.6], [0.6, 0.6, -0.1], [-0.5, 0.3, 0.6], [0.7, 0.4, 2.8], [-0.4, 0.1, 0.0]]}

=====

[2]
{"formula": "H12O5S2", "method": "the ωB97M-V functional and the def2-TZVPD basis", "smiles": "SS.O.O.O.O.O", "lumo_ev": -0.1, "relative_energy_kcal_mol": 25.9, "total_energy_ev": -32102.2545, "homo_lumo_gap_ev": 8.45, "homo_energy_ev": -8.552, "spin_multiplicity": 1, "species": ["S", "S", "H", "H", "O", "H", "H", "O", "H", "H", "O", "H", "H", "O", "H", "H", "O", "H", "H"], "positions_angstrom": [[-1.04406, -0.21313, 1.94819], [-2.50483, 1.38253, 1.86551], [-1.97749, -1.04281, 1.44229], [-1.76097, 2.38990, 2.40248], [-0.70399, -2.06679, -1.92194], [0.22680, -2.22767, -1.68319], [-0.75066, -1.93366, -2.91564], [2.19160, -0.93609, -2.47317], [2.83787, -1.03969, -1.81082], [1.69814, -0.19145, -2.04339], [4.40305, -1.69444, -0.54222], [4.26126, -1.80531, 0.37017], [4.34485, -2.63749, -0.85840], [-0.99375, 0.83918, -1.28677], [-1.46563, 1.42625, -1.94457], [-0.99168, -0.05798, -1.71448], [1.19009, 2.02977, -0.26580], [0.22513, 1.85522, -0.41968], [1.43855, 1.18132, 0.07513]], "atomic_forces_ev_per_a": [[-0.8, 0.8, 0.0], [0.7, -0.1, 0.2], [0.3, 0.0, 0.0], [0.0, -0.6, -0.2], [-0.2, 0.4, -1.4], [-0.3, 0.2, -0.6], [0.5, -0.5, 1.8], [-2.2, 1.3, -0.1], [2.0, -0.7, 1.2], [0.2, -0.6, -1.0], [0.0, -1.6, -2.2], [-0.3, 0.1, 2.0], [0.2, 1.4, 0.2], [-1.3, 0.0, -2.0], [0.8, -1.0, 1.1], [0.1, 0.7, 0.8], [-1.2, 0.4, -0.2], [1.1, 0.3, -0.1], [0.5, -0.7, 0.5]]}

=====

[3]
{"formula": "C23H17N3O6PtS2", "method": "the ωB97M-V functional and the def2-TZVPD basis", "lumo_ev": -1.0, "total_energy_ev": -65799.1221, "homo_lumo_gap_ev": 7.43, "homo_energy_ev": -8.467, "spin_multiplicity": 1, "species": ["Pt", "C", "C", "N", "N", "C", "S", "S", "C", "C", "C", "C", "C", "C", "C", "C", "C", "C", "C", "C", "C", "O", "H", "H", "H", "H", "H", "H", "H", "H", "H", "H", "H", "H", "H", "H", "O", "C", "C", "C", "N", "C", "C", "C", "O", "O", "C", "O", "O", "H", "H", "H"], "positions_angstrom": [[1.25397, 0.64940, 1.09627], [1.60700, -3.66572, 0.73593], [1.93777, -2.22062, 0.94624], [0.99006, -1.34071, 0.94478], [-0.33756, -1.78652, 0.93895], [-1.11265, -1.01086, 1.61026], [-0.62753, 0.49987, 2.37056], [-2.72461, -1.62163, 1.94335], [-3.78374, -0.17746, 1.58725], [-4.12021, -0.05265, 0.12864], [-3.16659, 0.34629, -0.80318], [-3.48949, 0.41931, -2.14889], [-4.76976, 0.10383, -2.58222], [-5.72699, -0.28833, -1.65984], [-5.40009, -0.36871, -0.31400], [3.29463, -1.80442, 1.26677], [4.39405, -2.57078, 0.85889], [5.67133, -2.24940, 1.25616], [5.86139, -1.16123, 2.10598], [4.79866, -0.38920, 2.52469], [3.49923, -0.67957, 2.09531], [2.51599, 0.10475, 2.53180], [0.72519, -3.94268, 1.30764], [2.44157, -4.29715, 1.01848], [1.36692, -3.82315, -0.31795], [-3.32345, 0.71708, 2.00139], [-4.68808, -0.38189, 2.16055], [-2.16418, 0.59413, -0.47357], [-2.73408, 0.71624, -2.86487], [-5.01814, 0.16112, -3.63385], [-6.72847, -0.53609, -1.98643], [-6.14988, -0.68285, 0.40270], [4.23703, -3.41790, 0.20430], [6.51375, -2.83566, 0.91730], [6.86057, -0.90258, 2.43372], [4.94397, 0.46615, 3.16956], [-1.56502, 3.53885, -3.39225], [-0.86294, 2.89533, -2.44739], [0.02237, 1.85333, -2.74519], [0.66325, 1.23547, -1.69562], [0.36365, 1.57348, -0.44682], [-0.25850, 2.72331, -0.16082], [-0.93808, 3.39975, -1.13975], [0.24610, 3.31134, 1.16681], [-0.14730, 4.36742, 1.58136], [1.24211, 2.60333, 1.67142], [1.97162, 0.43890, -1.76662], [2.41804, 0.10541, -2.84007], [2.53509, 0.30327, -0.60644], [-1.39321, 3.15644, -4.26056], [0.28848, 1.58705, -3.76042], [-1.43325, 4.33695, -0.93032]], "atomic_forces_ev_per_a": [[0.7, 0.0, -0.1], [0.0, 0.0, 0.0], [0.1, 0.0, 0.2], [-0.3, 0.1, -0.4], [0.0, 0.1, 0.1], [0.1, 0.0, -0.1], [0.0, -0.2, 0.1], [0.0, 0.0, 0.0], [-0.1, -0.1, 0.0], [-0.1, 0.0, 0.0], [0.0, 0.0, 0.0], [0.0, 0.0, 0.0], [0.0, 0.0, 0.0], [0.0, 0.0, 0.0], [0.0, 0.0, 0.0], [-0.1, 0.0, -0.1], [0.0, 0.0, 0.0], [0.0, -0.1, -0.1], [0.0, 0.1, 0.1], [0.1, -0.1, 0.0], [0.0, 0.0, 0.0], [-0.3, -0.1, 0.1], [0.0, 0.0, 0.0], [0.0, 0.0, 0.0], [0.0, 0.0, 0.0], [0.0, 0.0, 0.0], [0.0, 0.1, 0.0], [0.0, 0.0, 0.0], [0.0, 0.0, 0.0], [0.0, 0.0, 0.0], [0.0, 0.0, 0.0], [0.0, 0.0, 0.0], [0.0, 0.0, 0.0], [0.0, 0.0, 0.0], [0.0, 0.0, 0.0], [0.0, 0.0, 0.0], [0.0, 0.0, 0.0], [0.0, 0.0, 0.1], [0.0, 0.1, 0.1], [0.1, -0.1, 0.0], [-0.5, 0.0, 0.1], [0.2, 0.1, 0.2], [0.1, 0.0, -0.1], [0.1, -0.3, 0.0], [-0.1, 0.0, 0.0], [-0.1, 0.3, -0.4], [-0.2, -0.2, 0.0], [-0.1, 0.0, 0.0], [0.3, 0.3, 0.2], [0.0, 0.0, 0.0], [0.0, 0.0, 0.0], [0.0, 0.0, 0.0]]}

=====

[4]
{"formula": "C4H8O2S", "method": "the ωB97M-V functional and the def2-TZVPD basis", "lumo_ev": 0.0, "relative_energy_kcal_mol": 123.1, "total_energy_ev": -19203.0617, "homo_lumo_gap_ev": 8.30, "homo_energy_ev": -8.347, "spin_multiplicity": 1, "species": ["C", "C", "C", "C", "O", "O", "S", "H", "H", "H", "H", "H", "H", "H", "H"], "positions_angstrom": [[-1.29061, -0.98648, 0.50983], [1.72585, 0.08424, 0.44079], [-2.46077, -0.27238, -0.04458], [1.67843, 1.16061, -0.52859], [-0.21093, -1.01031, -0.08129], [0.86319, 2.19759, -0.18723], [2.65888, -1.30815, -0.03260], [-1.49207, -1.50468, 1.51068], [-2.41809, -0.39748, -1.16475], [-2.33652, 0.63218, 0.35822], [-3.36680, -0.63812, 0.20909], [1.36297, 0.74967, -1.65496], [2.60272, 1.62518, -0.85793], [0.26008, 1.76081, 0.47036], [2.42367, -2.09266, 1.05295]], "atomic_forces_ev_per_a": [[1.2, -1.3, -0.3], [1.5, -1.6, 0.3], [2.2, -2.9, -3.7], [0.5, -1.3, -4.5], [-2.6, -0.4, 1.2], [-2.2, 0.3, 1.8], [-0.5, 1.3, 0.5], [0.8, 0.4, -0.8], [0.2, 1.0, 1.1], [0.1, 4.2, 0.8], [-2.8, -1.4, 1.4], [0.3, 0.4, 2.5], [0.9, -0.3, 0.5], [0.5, 1.0, -0.6], [0.1, 0.4, -0.3]]}

=====

Which formula does entry 2 have? H12O5S2